Entry 1:
{"formula": "C4H9N3", "method": "ωB97M-V/def2-TZVPD", "symbols": ["C", "C", "C", "C", "N", "N", "N", "H", "H", "H", "H", "H", "H", "H", "H", "H"], "coordinates": [[-1.22208, 0.41541, 0.58957], [-0.99818, -1.39057, -0.51962], [-3.32522, -0.47034, -0.21591], [2.93250, -1.52668, -0.26205], [0.11604, 0.13944, 0.66906], [-2.01417, -0.44435, -0.01527], [0.23468, -0.91266, -0.03754], [-1.08027, -2.48598, -0.10104], [-0.98151, -1.40670, -1.57845], [-3.65177, -0.53433, -1.27057], [-3.77147, -1.49412, 0.11871], [-3.78927, 0.40392, 0.13126], [3.29198, -2.33608, -0.87492], [3.19260, -0.47385, -0.51015], [3.34658, -1.80546, 0.68891], [1.84204, -1.51206, -0.22442]], "mulliken_charge": [0.48, -0.61, -0.64, -0.80, -0.16, 0.14, 0.20, 0.41, 0.42, 0.37, 0.33, 0.35, 0.35, 0.31, 0.35, 0.50], "homo_lumo_gap_ev": [9.16, 7.02], "charge": 2, "homo_energy_ev": [-21.42, -21.48], "e_above_lowest_kcal_mol": 221.7, "lumo_energy_ev": [-12.268, -14.461]}

Entry 2:
{"formula": "C21H20N3O3PdS2SeTe", "method": "ωB97M-V/def2-TZVPD", "symbols": ["Pd", "O", "C", "C", "C", "C", "C", "C", "C", "O", "N", "N", "C", "S", "C", "C", "S", "H", "H", "H", "H", "H", "H", "H", "H", "H", "C", "Te", "C", "C", "C", "C", "C", "C", "C", "H", "H", "H", "H", "H", "H", "H", "H", "Se", "C", "N", "C", "C", "O", "H", "H", "H"], "coordinates": [[-0.70713, -0.55875, 0.18044], [3.41912, 1.79260, 3.06297], [3.46887, 2.90968, 2.31841], [4.30751, 3.94249, 2.74649], [4.39251, 5.11716, 2.02699], [3.64343, 5.28786, 0.86503], [2.81592, 4.26526, 0.43915], [2.71263, 3.06609, 1.14396], [1.83087, 1.95459, 0.66001], [1.77851, 0.88549, 1.35309], [1.20422, 2.19398, -0.47220], [0.34158, 1.19045, -0.85825], [0.07640, 1.20842, -2.10165], [-0.98301, -0.00603, -2.80873], [-1.27502, 0.95532, -4.31510], [0.04227, 1.61175, -4.68900], [0.74617, 2.40231, -3.21272], [2.74762, 1.21167, 2.60622], [4.87607, 3.79130, 3.65513], [5.04501, 5.90962, 2.37465], [3.70589, 6.20989, 0.30162], [2.22360, 4.36822, -0.45996], [-2.04690, 1.70161, -4.12776], [-1.61794, 0.26585, -5.08611], [-0.10073, 2.38535, -5.44423], [0.74188, 0.86864, -5.07246], [3.07359, -0.92356, -0.88737], [1.64267, -1.71580, 0.48249], [1.79654, -3.45438, -0.78149], [3.15707, -3.36343, -1.42303], [3.80361, -4.47471, -1.95543], [5.05460, -4.35378, -2.54139], [5.67299, -3.11178, -2.59887], [5.03742, -1.99953, -2.06835], [3.78195, -2.11303, -1.47934], [3.74206, -0.25757, -0.34669], [2.54543, -0.33813, -1.64200], [1.00320, -3.41393, -1.52821], [1.67201, -4.36315, -0.19579], [3.32186, -5.44428, -1.90153], [5.55040, -5.22793, -2.94465], [6.65362, -3.01195, -3.04702], [5.52126, -1.03034, -2.10066], [-2.02744, 0.63315, 1.96807], [-3.80615, 0.26869, 1.70663], [-4.92822, 0.03018, 1.55018], [-2.80000, -2.41102, -0.24843], [-1.57059, -2.21486, 0.62143], [-1.16124, -3.06850, 1.36158], [-2.94271, -3.47904, -0.41722], [-2.71415, -1.87955, -1.19613], [-3.66009, -2.00565, 0.28654]], "mulliken_charge": [0.13, -0.75, 0.29, -0.69, -0.25, -0.79, -0.24, 0.10, 0.94, -0.80, -0.93, 0.52, 0.22, -0.12, -0.68, -0.58, -0.05, 0.38, 0.42, 0.35, 0.39, 0.44, 0.32, 0.36, 0.37, 0.28, -0.86, 0.25, -1.24, 0.64, -0.68, -0.51, -0.54, -0.66, 0.41, 0.55, 0.26, 0.36, 0.52, 0.42, 0.37, 0.38, 0.45, -0.20, 0.27, -0.66, -0.91, 0.61, -0.58, 0.34, 0.12, 0.28], "homo_lumo_gap_ev": 6.90, "charge": -1, "homo_energy_ev": -4.83, "e_above_lowest_kcal_mol": 3.7, "lumo_energy_ev": 2.069}

Entry 3:
{"formula": "C5H9NO2", "method": "ωB97M-V/def2-TZVPD", "symbols": ["C", "C", "N", "C", "C", "C", "O", "O", "H", "H", "H", "H", "H", "H", "H", "H", "H"], "coordinates": [[-0.05365, -0.17270, -2.65809], [-0.76645, -0.04769, 2.18920], [0.99847, 0.15847, 0.38537], [-0.78964, -1.27365, -1.92094], [0.28638, 0.58851, 1.36363], [1.30461, 1.52661, 1.65660], [-0.39185, -1.53342, -0.68708], [-1.69596, -1.90711, -2.41729], [0.51470, -0.85039, -0.20130], [-0.41755, -0.11320, -3.68149], [-0.20417, 0.77887, -2.14569], [1.02015, -0.37015, -2.65634], [-1.58654, -0.37787, 1.55213], [-0.38828, -0.92734, 2.71297], [-1.15562, 0.66804, 2.91474], [1.78592, 1.52579, 2.62622], [1.53947, 2.32722, 0.96734]], "mulliken_charge": [-0.95, -1.10, -0.53, 0.76, 0.77, -0.52, -0.65, -0.62, 0.47, 0.28, 0.26, 0.31, 0.32, 0.28, 0.36, 0.27, 0.29], "homo_lumo_gap_ev": [8.11, 8.11], "charge": 0, "homo_energy_ev": [-9.08, -9.08], "e_above_lowest_kcal_mol": 91.5, "lumo_energy_ev": [-0.963, -0.962]}

Entry 4:
{"formula": "C4O2", "method": "ωB97M-V/def2-TZVPD", "symbols": ["C", "C", "C", "C", "O", "O"], "coordinates": [[-0.40138, 0.07809, 0.20558], [0.45735, -0.89049, 0.26059], [-1.70517, 2.56980, -0.39010], [1.24252, -1.90498, 0.61519], [-2.18686, 2.66911, -1.41045], [1.88044, -2.83812, 0.88528]], "mulliken_charge": [0.12, -0.41, 0.17, 0.58, -0.16, -0.30], "homo_lumo_gap_ev": 10.12, "charge": 0, "homo_energy_ev": -11.18, "e_above_lowest_kcal_mol": 3.3, "lumo_energy_ev": -1.055}